C23H28N2O4 | ωB97M-V with the def2-TZVPD basis set

Each line ends with the Löwdin charge.
CARTESIAN COORDINATES (ANGSTROEM)
C 3.733070 -1.089680 -1.510899  -0.05
C 2.349805 -0.457377 -1.549856  -0.20
H 1.857416 -0.640719 -2.507263  0.13
H 2.421371 0.619135 -1.371643  0.10
O 1.482445 -1.041861 -0.573583  -0.01
C 1.587101 -0.601527 0.683381  -0.46
O 2.331135 0.279475 1.022879  0.13
C 0.687929 -1.402263 1.631265  -0.33
C -0.664651 -1.662032 0.959703  -0.09
H -0.532428 -2.273226 0.068293  0.13
H -1.300696 -2.209700 1.654505  0.12
C -1.318532 -0.333973 0.562829  -0.12
N -1.056526 0.680035 1.561835  -0.03
C -0.817785 1.984350 1.294955  -0.43
O -0.606764 2.810082 2.160934  0.09
C -0.815275 2.348288 -0.161459  -0.08
C 0.383671 2.548784 -0.782526  0.09
C 0.383117 2.873033 -2.164513  -0.34
N -0.701877 3.016444 -2.874848  0.18
C -1.900755 2.867142 -2.267584  -0.21
C -3.069341 3.051048 -3.030181  -0.01
C -4.300904 2.906693 -2.450600  -0.08
C -4.418218 2.576203 -1.093534  -0.08
C -3.298849 2.387125 -0.328023  -0.02
C -2.019827 2.524601 -0.895475  -0.11
H -3.379026 2.148627 0.722906  0.12
H -5.399672 2.475897 -0.654190  0.10
H -5.195705 3.052871 -3.037882  0.10
H -2.960329 3.313187 -4.070899  0.11
O 1.583611 3.008561 -2.750092  -0.06
C 1.569076 3.347307 -4.123301  -0.08
H 2.611378 3.428567 -4.423829  0.09
H 1.050713 4.295613 -4.278759  0.09
H 1.061160 2.574101 -4.704130  0.09
H 1.319415 2.456669 -0.254730  0.13
C -0.835512 0.174836 2.898040  -0.11
C 0.483935 -0.605614 2.932654  -0.07
H 1.314569 0.095599 3.033218  0.12
H 0.491499 -1.266063 3.798442  0.12
H -1.680368 -0.460774 3.180136  0.13
H -0.793819 1.030892 3.573046  0.13
H -2.403430 -0.472294 0.452241  0.13
H -0.926966 -0.000723 -0.401089  0.12
C 1.457999 -2.718335 1.885424  -0.09
C 0.663588 -3.765907 2.630772  -0.30
C -0.105182 -4.810992 1.879690  -0.13
C 1.145043 -5.186198 2.614712  -0.11
H 1.058474 -5.771535 3.517079  0.10
H 2.025221 -5.415874 2.033869  0.10
H -1.053404 -5.141886 2.275558  0.10
H -0.069967 -4.794125 0.801219  0.10
H 0.229523 -3.421666 3.561264  0.13
H 1.765965 -3.134233 0.923512  0.13
H 2.362024 -2.475934 2.452204  0.14
H 3.663393 -2.165470 -1.655919  0.08
H 4.348107 -0.664333 -2.298439  0.08
H 4.204053 -0.890847 -0.551319  0.08

Forces on atoms 1 to 2 (eV/Å):
-0.39 0.06 0.14
0.44 0.25 -0.24

Results
HOMO	-8.592	eV
relative energy (zero: lowest compared OMol25 entry of this formula, charge and spin)	46.3	kcal/mol
frontier orbital gap	0.330	Eh
SMILES	CCOC(=O)C1(CC2CC2)CCN(C(=O)c2cc(OC)nc3ccccc23)CC1

C23H21BaBrN5O6STe | ωB97M-V with the def2-TZVPD basis set

Each line ends with the Löwdin charge.
CARTESIAN COORDINATES (ANGSTROEM)
Ba -0.592074 -1.059808 -0.384410  1.76
O -0.328296 -1.361523 -2.739117  -0.22
C -0.235967 -0.102144 -2.730200  -0.78
O -1.013281 0.621221 -2.060018  -0.21
C 0.941444 0.518481 -3.460162  -0.10
C 1.047267 2.029946 -3.282798  -0.27
C 2.062132 2.601142 -4.282128  -0.10
C 3.399766 2.206216 -3.613247  -0.11
C 2.895809 1.410188 -2.410299  -0.26
O 1.733548 2.153320 -2.029386  -0.05
C 2.336713 0.055134 -2.879355  -0.09
C 2.281895 -0.970893 -1.749236  -0.62
O 2.844623 -2.051694 -1.900042  0.02
O 1.644120 -0.605650 -0.683522  -0.36
H 0.851656 0.230157 -4.510119  0.16
H 0.089627 2.539314 -3.224332  0.15
H 1.964193 3.682875 -4.369434  0.11
H 1.942401 2.167934 -5.275177  0.11
H 3.942043 3.090370 -3.276766  0.11
H 4.056564 1.625966 -4.261819  0.11
H 3.584030 1.339842 -1.569710  0.16
H 2.968617 -0.380594 -3.656240  0.15
N -1.174963 3.518912 1.335596  0.10
C 0.168114 3.460301 0.996539  -0.07
C 0.472691 2.140057 0.985209  -0.14
N -0.635092 1.377343 1.291222  0.06
C -1.599588 2.236482 1.464947  -0.29
C -2.988215 1.855301 1.726871  -0.29
N -3.509527 0.718971 1.358099  0.13
C -4.810936 0.758583 1.809190  -0.14
C -5.061569 1.936634 2.439614  -0.10
N -3.879860 2.648055 2.379847  0.09
H -1.745658 4.345156 1.329113  0.14
H 0.742372 4.341118 0.783309  0.11
H 1.409161 1.673775 0.742588  0.10
H -5.474660 -0.070990 1.654160  0.08
H -5.934028 2.326478 2.927728  0.10
H -3.700836 3.534160 2.819136  0.15
O 4.934731 -1.628357 -0.021907  0.04
C 4.042565 -1.811728 0.982794  -0.34
C 3.273228 -2.970333 1.074066  0.00
C 2.282087 -3.005788 2.026779  -0.17
N 2.043340 -1.995201 2.878702  0.02
C 2.836227 -0.967359 2.808087  -0.74
Br 2.519161 0.477971 4.048755  0.66
C 3.870803 -0.797515 1.900131  -0.06
H 4.493911 -1.973695 -0.831444  0.09
H 3.402743 -3.778111 0.370956  0.12
H 1.613629 -3.852663 2.123806  0.07
H 4.451231 0.110459 1.847495  0.11
Te -1.357641 -2.590755 2.370155  0.48
C -3.339066 -3.299212 2.130682  -1.08
C -4.056553 -4.222848 2.849408  -0.28
C -5.382867 -4.421905 2.369444  -0.23
C -5.672736 -3.654948 1.279800  -0.47
S -4.325701 -2.688847 0.865938  0.86
H -3.638453 -4.745703 3.694771  0.08
H -6.090974 -5.107767 2.810226  0.08
H -6.593907 -3.615831 0.725706  0.04

Forces on atoms 1 to 2 (eV/Å):
-2.07 -1.21 3.62
0.24 0.16 -1.46

Results
HOMO	-3.467	eV
total charge	-1
relative energy (zero: lowest compared OMol25 entry of this formula, charge and spin)	33.0	kcal/mol
frontier orbital gap	0.202	Eh

C4H10O2 | ωB97M-V with the def2-TZVPD basis set

Each line ends with the Löwdin charge.
CARTESIAN COORDINATES (ANGSTROEM)
C -1.877001 0.934001 -1.493824  -0.13
O -1.323277 -0.294475 -1.058127  -0.17
C 0.661754 -0.214056 -0.370134  0.12
C 0.328447 -0.896154 0.848113  -0.61
C 1.807778 -0.245444 1.399710  -0.01
O -0.741602 -0.503984 1.464391  -0.15
H -1.465170 1.790168 -0.940324  0.08
H -1.653076 1.056109 -2.557361  0.09
H -2.966371 0.937683 -1.364073  0.09
H 0.526459 0.861715 -0.391232  0.11
H 1.299509 -0.664685 -1.129078  0.12
H 0.585079 -1.976315 0.826906  0.15
H 1.769529 -0.695218 2.394183  0.09
H 1.778114 0.839267 1.518229  0.08
H 2.730121 -0.565589 0.906652  0.07
H -1.460293 -0.363021 -0.054029  0.07

Forces on atoms 1 to 2 (eV/Å):
-0.09 0.19 -0.14
-0.02 -0.06 0.19

Results
HOMO	-8.602	eV
relative energy (zero: lowest compared OMol25 entry of this formula, charge and spin)	101.4	kcal/mol
frontier orbital gap	0.328	Eh

C7H14F2NS | ωB97M-V with the def2-TZVPD basis set

Each line ends with the Löwdin charge.
CARTESIAN COORDINATES (ANGSTROEM)
C 0.462082 0.780276 1.518847  0.03
C -0.257259 1.836987 1.715167  -0.39
C 0.683999 -1.716605 0.929514  -0.02
C 1.596482 0.042464 -1.428577  -0.12
C -0.752107 1.223279 -1.238411  -0.11
C -0.012325 -0.401852 0.758816  -0.43
C 0.183213 0.000618 -1.127391  -0.69
N -1.428411 -0.610981 0.739346  0.15
F 0.224422 2.902757 2.411701  0.13
F -1.533602 1.899079 1.569371  0.17
S -0.691397 -1.348708 -2.027612  0.89
H 1.506990 0.885291 2.017302  0.20
H 0.022860 -2.447842 0.386343  0.09
H 1.577105 -1.763083 0.319182  0.08
H 0.743261 -1.905911 1.959284  0.08
H 2.095165 -0.981080 -1.408871  0.10
H 2.168665 0.759459 -0.921529  0.08
H 1.677035 0.257620 -2.554420  0.13
H -0.611788 2.110947 -0.649891  0.07
H -0.798978 1.525187 -2.316506  0.11
H -1.887140 0.900677 -1.072968  0.12
H -1.878338 0.281828 0.708123  0.10
H -1.808764 -0.944926 1.776239  0.27
H -1.725095 -1.269092 0.056268  0.07
H 0.443926 -2.016387 -2.119327  -0.10

Forces on atoms 1 to 2 (eV/Å):
2.60 -1.25 0.51
1.68 2.13 2.92

Results
HOMO	-12.916	eV
total charge	+1
frontier orbital gap	0.352	Eh

C24H30FHgN2SSb2 | ωB97M-V with the def2-TZVPD basis set

Each line ends with the Löwdin spin population.
CARTESIAN COORDINATES (ANGSTROEM)
Hg 0.064238 1.530372 -1.688835  0.48
C 0.559033 0.901321 2.824356  0.00
Sb -0.864978 2.025853 1.691659  0.07
C -1.085150 3.583633 3.153967  0.01
C -2.693207 0.972637 2.294121  0.01
C -2.466111 -0.263050 3.106570  0.00
C -2.205887 -0.134392 4.472311  0.00
C -1.931747 -1.228919 5.272970  0.00
C -1.913219 -2.497110 4.707853  0.00
C -2.189283 -2.642801 3.359246  0.00
C -2.480727 -1.548107 2.541994  0.00
C -2.794415 -1.787562 1.096829  0.01
Sb -1.115185 -1.453976 -0.233881  0.03
C -0.009146 -3.147327 0.464863  0.00
C -2.059850 -2.450404 -1.878137  0.00
H 0.277227 0.866952 3.874914  0.00
H 1.531711 1.383826 2.722215  0.00
H 0.627345 -0.117320 2.441914  0.00
H -1.276561 3.151093 4.136230  0.00
H -1.913769 4.234682 2.877824  0.00
H -0.174927 4.181045 3.198688  0.00
H -3.242597 0.777051 1.376425  0.00
H -3.257079 1.708559 2.869331  0.00
H -2.221332 0.857981 4.911416  0.00
H -1.736373 -1.094662 6.329024  0.00
H -1.699934 -3.367232 5.315104  0.00
H -2.202166 -3.634525 2.920609  0.00
H -3.603405 -1.152108 0.735767  0.00
H -3.095341 -2.825182 0.945160  0.00
H -0.599081 -4.053518 0.326885  0.00
H 0.216699 -3.019311 1.523478  0.00
H 0.928377 -3.235415 -0.082570  0.00
H -2.355671 -3.452293 -1.567359  0.00
H -1.384838 -2.519635 -2.729963  0.00
H -2.941331 -1.887899 -2.184472  0.00
F -4.123780 3.079399 -6.126842  0.00
C -3.234229 2.729137 -5.169567  -0.01
C -2.148121 1.957017 -5.523788  0.01
C -1.242249 1.598430 -4.530791  0.02
C -1.421783 2.004124 -3.210964  0.24
C -2.530201 2.786795 -2.898871  0.02
C -3.450292 3.154303 -3.875812  0.01
H -2.025687 1.647664 -6.553646  0.00
H -0.387581 0.991353 -4.807272  0.00
H -2.696268 3.121618 -1.880842  0.00
H -4.320264 3.756978 -3.649421  0.00
N 7.731296 -0.193844 -0.982933  0.00
C 6.941288 -0.399330 -2.046993  0.00
S 7.555117 -0.640329 -3.551118  0.00
C 5.463669 -0.392890 -1.757343  0.00
C 4.931671 0.079816 -0.561615  0.00
C 3.558626 0.050002 -0.372847  0.02
N 2.705160 -0.414151 -1.277754  0.05
C 3.216491 -0.859362 -2.423319  0.01
C 4.571408 -0.864324 -2.710258  0.00
H 8.726857 -0.199737 -1.125645  0.00
H 7.377361 -0.136915 -0.046012  0.00
H 5.539250 0.504656 0.225939  0.00
H 3.124651 0.430094 0.545790  0.00
H 2.505207 -1.224062 -3.156653  0.00
H 4.941080 -1.228698 -3.657927  0.00

Forces on atoms 1 to 2 (eV/Å):
0.29 0.07 0.21
0.04 -0.04 -0.01

Results
HOMO (spin up / spin down)	-6.142 / -8.039	eV
relative energy (zero: lowest compared OMol25 entry of this formula, charge and spin)	9.0	kcal/mol
frontier orbital gap (spin up / spin down)	0.207 / 0.276	Eh
2S+1	2

C60H68Ge2NO7PSTi | ωB97M-V with the def2-TZVPD basis set

Each line ends with the Löwdin charge.
CARTESIAN COORDINATES (ANGSTROEM)
Ti 0.664804 -0.335799 -0.756285  0.77
O 4.268539 0.977266 -1.967369  0.09
C 3.167619 1.200964 -1.507174  -0.55
O 2.119059 0.459549 -1.728162  -0.26
C 2.837317 2.452940 -0.701023  -0.06
C 1.503269 3.035831 -1.202882  -0.23
C 1.281122 4.451031 -0.673414  -0.07
C 0.956157 4.177023 0.815940  -0.08
C 1.028760 2.651106 0.863298  -0.25
O 0.544621 2.273227 -0.443658  -0.16
C 2.493916 2.198367 0.807524  -0.08
C 2.660062 0.763411 1.258014  -0.53
O 3.511446 0.418678 2.050582  0.09
O 1.792232 -0.077393 0.739081  -0.20
H 3.674571 3.142466 -0.803041  0.16
H 1.312693 2.898062 -2.262850  0.14
H 2.153876 5.086106 -0.821499  0.12
H 0.434520 4.906010 -1.184909  0.12
H 1.667017 4.631533 1.506683  0.10
H -0.042045 4.524896 1.079645  0.12
H 0.427896 2.154299 1.620293  0.12
H 3.129382 2.807651 1.449838  0.14
C -4.490094 -0.486734 -1.501731  -0.16
C -3.001332 -0.819646 -1.511977  -0.35
Ge -1.759563 0.593614 -0.808537  0.81
C -2.347521 1.537446 0.840194  -0.35
C -3.816147 1.948930 0.884858  -0.16
C -2.086732 1.961106 -2.174777  -0.23
C -1.546588 1.794442 -3.385471  -0.36
Ge -0.213101 0.322870 -3.433006  0.95
C 1.364693 1.011063 -4.459873  -0.35
C 1.361109 0.685292 -5.953389  -0.17
C -1.002945 -1.076338 -4.622578  -0.37
C -2.165757 -0.591380 -5.485323  -0.16
C -2.022981 2.602073 -4.539980  -0.25
C -1.154622 3.201507 -5.454111  -0.05
C -1.635172 3.937299 -6.526445  -0.09
C -3.001438 4.082671 -6.719707  -0.10
C -3.878312 3.488602 -5.824776  -0.09
C -3.392861 2.759141 -4.751483  -0.05
H -5.070038 -1.210474 -2.081365  0.07
H -4.675395 0.498223 -1.935360  0.06
H -4.904139 -0.471023 -0.493829  0.04
H -2.662947 -0.895276 -2.549537  0.02
H -2.827541 -1.808653 -1.081357  0.02
H -1.726318 2.438437 0.809508  0.05
H -2.061114 1.003815 1.746103  0.03
H -4.132074 2.449134 -0.032679  0.06
H -4.009154 2.640549 1.710177  0.07
H -4.472753 1.093579 1.028441  0.04
H -2.810868 2.763248 -2.008285  0.07
H 2.280171 0.634311 -4.011891  0.04
H 1.396633 2.092031 -4.317045  0.04
H 1.514739 -0.382248 -6.124225  0.06
H 2.163903 1.205701 -6.482015  0.07
H 0.422252 0.953212 -6.442085  0.05
H -1.345023 -1.913044 -4.008335  0.04
H -0.207306 -1.463313 -5.262952  0.04
H -2.987939 -0.222368 -4.867820  0.06
H -2.562410 -1.390628 -6.116359  0.07
H -1.876657 0.233498 -6.139254  0.06
H -0.088391 3.101806 -5.323725  0.09
H -0.936350 4.396685 -7.213808  0.10
H -3.377655 4.648009 -7.562358  0.10
H -4.946953 3.585788 -5.966755  0.10
H -4.082329 2.277368 -4.068437  0.11
C 3.762070 -2.289248 -0.963813  -0.04
C 3.252027 -2.719819 -2.333435  -0.35
C 4.119703 -2.154161 -3.457487  -0.05
C 1.783665 -2.377439 -2.662947  -0.25
C 1.155324 -3.467204 -3.540126  -0.06
O -0.049814 -3.840371 -2.848346  0.00
C -0.064487 -3.228223 -1.665509  -0.27
N 0.845633 -2.321894 -1.475359  0.06
C -1.058984 -3.840280 -0.723801  -0.12
C -1.698445 -4.982254 -1.231094  -0.01
C -2.500909 -5.771866 -0.431957  -0.05
C -2.652812 -5.444189 0.906248  -0.05
C -2.046499 -4.307689 1.403549  -0.08
C -1.263214 -3.466700 0.611710  -0.26
P -0.639758 -1.901867 1.417150  1.14
C 0.536484 -2.717262 2.568481  -0.32
C 0.174223 -3.376679 3.742508  -0.09
C 1.115807 -4.082905 4.474022  -0.07
C 2.432337 -4.148722 4.041025  -0.09
C 2.802568 -3.493581 2.877496  -0.07
C 1.862038 -2.778366 2.150490  -0.09
C -2.136581 -1.548368 2.417511  -0.37
C -2.048465 -1.171597 3.753694  -0.13
C -3.186085 -0.864722 4.486635  -0.06
C -4.435357 -0.934773 3.892616  -0.07
C -4.536498 -1.315668 2.562737  -0.08
C -3.399388 -1.615497 1.831120  -0.11
H 4.851694 -2.247671 -0.978157  0.09
H 3.465286 -2.996638 -0.190222  0.07
H 3.419065 -1.299998 -0.673606  0.05
H 3.320517 -3.814023 -2.370080  0.13
H 4.167217 -1.066541 -3.379227  0.07
H 3.732265 -2.419254 -4.444929  0.08
H 5.134168 -2.545848 -3.384956  0.08
H 1.754657 -1.406786 -3.158314  0.08
H 1.769051 -4.369410 -3.572487  0.13
H 0.892526 -3.158035 -4.547151  0.12
H -1.554980 -5.257727 -2.262665  0.12
H -2.985859 -6.642193 -0.851131  0.11
H -3.251567 -6.062916 1.561457  0.11
H -2.207008 -4.047412 2.439771  0.10
H -0.848744 -3.361129 4.093934  0.09
H 0.816464 -4.583614 5.385909  0.11
H 3.166376 -4.701072 4.613596  0.10
H 3.829433 -3.518611 2.535212  0.11
H 2.174310 -2.239381 1.271668  0.06
H -1.084401 -1.126064 4.238869  0.07
H -3.086591 -0.574997 5.524444  0.11
H -5.324727 -0.697726 4.461172  0.10
H -5.505422 -1.376434 2.084113  0.11
H -3.509543 -1.917471 0.801569  0.09
O 0.202539 0.586541 3.072584  -0.51
S 0.067329 1.221229 4.418030  1.02
C 0.912614 2.791508 4.337219  -0.36
C 0.138709 3.927647 4.513169  -0.08
C 0.736865 5.179498 4.438268  -0.08
C 2.095040 5.277980 4.187779  -0.08
C 2.861123 4.131495 3.996549  -0.07
C 2.274741 2.880159 4.068789  -0.06
C 1.195172 0.343864 5.483368  -0.37
C 0.990758 0.402850 6.855126  -0.08
C 1.862797 -0.272092 7.693223  -0.08
C 2.921719 -0.991417 7.153016  -0.07
C 3.104883 -1.047357 5.779491  -0.06
C 2.231146 -0.387801 4.926437  -0.07
H -0.922585 3.831537 4.705419  0.11
H 0.140507 6.071270 4.576074  0.11
H 2.563362 6.251799 4.134913  0.11
H 3.920312 4.214209 3.791587  0.12
H 2.864764 1.986149 3.905020  0.11
H 0.161411 0.969787 7.260194  0.11
H 1.717019 -0.237931 8.764375  0.10
H 3.604529 -1.514159 7.809386  0.10
H 3.928725 -1.608853 5.361991  0.11
H 2.355938 -0.423156 3.850809  0.09

Forces on atoms 1 to 2 (eV/Å):
-0.80 0.47 -0.48
0.07 0.08 0.07

Results
HOMO (spin up / spin down)	-6.713 / -6.710	eV
relative energy (zero: lowest compared OMol25 entry of this formula, charge and spin)	0.0	kcal/mol
frontier orbital gap (spin up / spin down)	0.229 / 0.228	Eh